The following is a quantum chemistry calculation of C15H31Br9N4O4 as an isolated structure at a distorted geometry, from the Open Molecules 2025 dataset.

```
63
Properties=species:S:1:pos:R:3:nbo_charge:R:1
C -2.3046 -7.5538 -3.1618 0.527
O -2.3695 -6.4365 -2.6262 -0.625
N -2.6162 -7.7776 -4.4661 -0.426
C -2.6947 -9.1468 -5.0123 -0.412
C -3.0098 -6.7241 -5.3748 -0.422
H -2.0250 -8.5134 -2.7001 0.111
H -3.7114 -9.4886 -4.8182 0.192
H -2.0613 -9.8788 -4.5114 0.212
H -2.5403 -9.0921 -6.0900 0.209
H -2.6652 -5.7789 -4.9552 0.241
H -2.5256 -6.8645 -6.3412 0.195
H -4.0856 -6.6484 -5.5326 0.195
C -0.0062 9.2584 1.0761 0.527
O 0.0305 10.4814 0.9374 -0.627
N -0.8161 8.5179 0.3171 -0.423
C -0.9203 7.0837 0.3944 -0.410
C -1.8621 9.0492 -0.5498 -0.419
H 0.5658 8.6514 1.7948 0.118
H -0.2494 6.7239 1.1746 0.206
H -0.6594 6.4815 -0.4758 0.202
H -1.9139 6.7733 0.7175 0.192
H -2.8075 8.5664 -0.3021 0.195
H -1.9400 10.1356 -0.5079 0.242
H -1.6023 8.8354 -1.5865 0.198
C 7.4837 -0.2600 -2.0362 0.537
O 7.9330 -0.6558 -3.0687 -0.616
N 7.0077 0.9493 -1.7696 -0.435
C 6.5422 1.2975 -0.4774 -0.410
C 6.9061 1.9777 -2.7780 -0.423
H 7.5020 -0.9530 -1.1808 0.098
H 6.9402 2.2648 -0.1708 0.195
H 6.6310 0.6178 0.3701 0.225
H 5.4743 1.5014 -0.5555 0.190
H 7.6857 2.7021 -2.5424 0.197
H 6.9482 1.7267 -3.8379 0.244
H 5.9311 2.4621 -2.7255 0.198
C -0.0613 -1.2591 2.0457 0.534
O 0.0582 -0.1523 1.4754 -0.620
N 0.4174 -1.6565 3.2546 -0.433
C -0.2073 -2.7385 3.9832 -0.411
C 1.2117 -0.8976 4.1649 -0.420
H -0.7257 -2.0185 1.6051 0.117
H -0.8731 -2.4504 4.7967 0.193
H 0.5274 -3.2779 4.5810 0.198
H -0.6690 -3.4639 3.3134 0.217
H 1.6977 -0.0394 3.7006 0.232
H 0.6820 -0.5632 5.0569 0.196
H 2.0619 -1.5083 4.4687 0.197
C -0.1301 1.5831 -5.4762 -0.449
Br -1.5632 0.5391 -6.3520 0.073
Br 0.2038 3.2812 -6.5228 0.058
Br 1.5447 0.5958 -5.2370 0.095
H -0.5289 1.7773 -4.4805 0.222
C -0.8958 0.4106 11.6874 -0.432
Br -0.2697 -0.0440 13.5238 0.080
Br -0.7238 -1.1461 10.3782 0.053
Br 0.0855 1.9783 10.9836 0.081
H -1.9403 0.7065 11.7841 0.219
C -7.7226 -1.8382 0.1767 -0.463
Br -8.7454 -2.9937 -0.9739 0.089
Br -6.1633 -1.2243 -0.8644 0.089
Br -7.0171 -2.7879 1.7888 0.055
H -8.4490 -1.0974 0.5107 0.230
```

The value obtained for the strongest force on any atom is 2.9 eV Å⁻¹. Its net charge is 0. As for the energy relative to the best compared isomer or geometry (same formula, charge and spin): 67.1 kcal per mole.